(1)
The following is a quantum chemistry calculation of a 2-piece molecular cluster, CH3BBr2 overall at a distorted geometry, from the OMol25 dataset.

Element x y z (Å)
1 B -0.8112 0.4901 -0.5289
2 C 0.8150 -0.7083 1.0874
3 Br 2.0578 -0.1438 -0.1144
4 Br -0.9942 2.1241 0.2212
5 H -0.2659 0.5270 -1.5813
6 H -1.2045 -0.5089 -0.0338
7 H 0.4029 -1.7802 0.9498

Properties
- Orbital gap (spin up / spin down): 0.2783 / 0.2785 hartree
- Lowest unoccupied orbital energy (spin up / spin down): -1.41 / -1.37 eV
- HOMO energy (spin up / spin down): -8.980 / -8.948 eV

Okay, here come the natural (NBO) numbers, in e, for every atom:
1. B 0.08
2. C -0.31
3. Br 0.20
4. Br -0.02
5. H -0.05
6. H -0.03
7. H 0.14

***

(2)
The following is a quantum chemistry calculation of a 2-piece molecular cluster, C22H16F3N2O6S overall at a distorted geometry, from the OMol25 dataset.

Element x y z (Å)
1 F 5.4094 2.0557 -2.8392
2 C 5.1881 1.0074 -1.9813
3 F 5.5607 -0.1233 -2.6513
4 F 6.0385 1.1513 -0.9186
5 C 3.7666 0.9438 -1.4921
6 C 3.1907 -0.2875 -1.1820
7 C 1.8554 -0.3286 -0.8111
8 C 1.0542 0.8346 -0.8170
9 C -0.4032 0.7310 -0.6398
10 S -1.2886 2.0424 -1.4938
11 C -2.9662 1.3952 -1.6667
12 C -3.4879 1.1193 -2.9361
13 C -4.7606 0.5592 -3.0495
14 C -5.5081 0.2657 -1.8985
15 C -4.9914 0.5784 -0.6362
16 C -3.7372 1.1789 -0.5347
17 O -1.3497 3.2057 -0.6396
18 O -0.8921 2.1765 -2.8741
19 C 1.7182 2.0695 -0.9306
20 C 3.0464 2.1218 -1.3421
21 H 3.7567 -1.2134 -1.2713
22 H 1.3949 -1.2762 -0.5170
23 H -0.8950 -0.2042 -1.0226
24 H -2.9110 1.3439 -3.8305
25 H -5.1727 0.3706 -4.0444
26 H -6.5051 -0.1749 -1.9919
27 H -5.5579 0.3910 0.2765
28 H -3.3487 1.4678 0.4367
29 H 1.1900 2.9987 -0.7093
30 H 3.4982 3.0799 -1.5890
31 O 2.0628 -5.4595 2.8833
32 N 2.6282 -4.3391 2.9602
33 O 3.8285 -4.2247 3.2937
34 C 1.8661 -3.1739 2.6401
35 C 2.4453 -1.8823 2.6240
36 C 1.6930 -0.8112 2.1701
37 C 0.3308 -0.9568 1.7755
38 C -0.5010 0.1950 1.4338
39 C -1.8600 0.1468 1.7816
40 N -2.4101 1.1897 2.5245
41 O -3.6322 1.2448 2.8384
42 O -1.5998 2.0900 2.8844
43 C -0.2230 -2.2619 1.8260
44 C 0.5306 -3.3617 2.2327
45 H 3.4862 -1.7764 2.9295
46 H 2.1444 0.1809 2.1434
47 H -0.0171 1.1675 1.4461
48 H -2.5216 -0.6572 1.4418
49 H -1.2669 -2.4163 1.5518
50 H 0.1236 -4.3739 2.2161

Properties
- Orbital gap: 0.1919 hartree
- Lowest unoccupied orbital energy: 0.82 eV
- HOMO energy: -4.404 eV
- Charge: -1

Okay, here come the natural (NBO) numbers, in e, for every atom:
1. F -0.33
2. C 0.98
3. F -0.33
4. F -0.34
5. C -0.21
6. C -0.13
7. C -0.25
8. C -0.03
9. C -0.60
10. S 2.15
11. C -0.24
12. C -0.22
13. C -0.23
14. C -0.21
15. C -0.21
16. C -0.21
17. O -0.94
18. O -0.96
19. C -0.23
20. C -0.17
21. H 0.22
22. H 0.22
23. H 0.23
24. H 0.24
25. H 0.21
26. H 0.21
27. H 0.23
28. H 0.26
29. H 0.24
30. H 0.22
31. O -0.40
32. N 0.50
33. O -0.39
34. C 0.00
35. C -0.16
36. C -0.22
37. C 0.09
38. C -0.14
39. C -0.30
40. N 0.46
41. O -0.52
42. O -0.51
43. C -0.22
44. C -0.18
45. H 0.25
46. H 0.24
47. H 0.27
48. H 0.20
49. H 0.22
50. H 0.25

***

(3)
The following is a quantum chemistry calculation of a 15-piece molecular cluster, C4H40N2O15 overall at a distorted geometry, from the OMol25 dataset.

Element x y z (Å)
1 C 1.6100 0.9871 -2.2254
2 N 1.5341 -0.4944 -2.0694
3 C 1.7960 -1.2385 -3.2646
4 O 0.8231 -1.1384 -4.2495
5 C 0.2341 1.7485 -1.9654
6 N 0.5041 2.2976 -0.5829
7 C -0.4790 3.3859 -0.1444
8 H 1.8386 1.2524 -3.2640
9 H 2.5219 1.2649 -1.5921
10 H 0.6767 -0.8283 -1.5524
11 H 2.7404 -1.0169 -3.8047
12 H 1.8812 -2.4050 -3.1173
13 H 0.6538 -0.3441 -4.7925
14 H 0.1890 2.6300 -2.7338
15 H -0.6288 1.0488 -1.9937
16 H 0.5439 1.5216 0.0164
17 H -0.0973 3.9004 0.7015
18 H -1.3842 3.0197 0.2551
19 H -0.5501 4.0605 -1.0061
20 H 0.8051 -0.0586 1.6264
21 H -0.0256 -0.7319 0.5009
22 O 0.4956 -0.9116 1.3361
23 H -1.6841 -3.9229 1.4339
24 H -2.0235 -3.5043 0.0379
25 O -2.4901 -3.5774 0.9039
26 H -3.3761 1.3420 -0.1790
27 H -4.7078 1.7291 -0.9260
28 O -3.7948 1.4483 -0.9737
29 H -3.6510 -0.6181 -2.8086
30 H -2.8357 -0.6993 -4.0877
31 O -2.9697 -1.1904 -3.2679
32 H 2.0201 3.3272 3.0270
33 H 2.6732 1.9425 3.0355
34 O 2.8522 2.9075 3.0485
35 H -1.2309 -0.3848 2.5758
36 H -2.3261 0.4760 2.2083
37 O -1.7356 0.3118 3.0077
38 H -3.0497 -2.1085 1.3028
39 H -3.5663 -1.0956 2.3817
40 O -3.3953 -1.1692 1.4828
41 H -1.9934 -2.0892 -2.4366
42 H -0.7201 -2.7681 -2.8665
43 O -1.2198 -2.5723 -2.0276
44 H -0.1572 2.9031 3.8102
45 H -1.3509 1.8473 3.8972
46 O -0.8256 2.4606 4.3152
47 H -1.2154 -1.3072 -0.8463
48 H -2.2087 -0.8162 0.1884
49 O -1.4820 -0.5137 -0.3041
50 H 0.2052 -2.9102 1.5065
51 H -0.0994 -3.6247 2.8039
52 O -0.0278 -3.7942 1.8551
53 H 4.8040 -0.2013 -0.2473
54 H 3.5523 -0.7840 -0.6271
55 O 4.2517 -0.9986 -0.0362
56 H 2.7999 -0.0037 1.9102
57 H 2.0848 -0.4334 3.2563
58 O 2.3915 0.3665 2.7080
59 H 3.4564 3.0127 1.1286
60 H 2.4020 2.5888 0.0143
61 O 3.3140 2.4566 0.3553

Properties
- Orbital gap: 0.3392 hartree
- Lowest unoccupied orbital energy: -0.11 eV
- HOMO energy: -9.335 eV

Okay, here come the natural (NBO) numbers, in e, for every atom:
1. C -0.25
2. N -0.69
3. C 0.09
4. O -0.79
5. C -0.24
6. N -0.66
7. C -0.41
8. H 0.18
9. H 0.23
10. H 0.37
11. H 0.17
12. H 0.18
13. H 0.48
14. H 0.20
15. H 0.21
16. H 0.35
17. H 0.19
18. H 0.18
19. H 0.20
20. H 0.49
21. H 0.49
22. O -1.03
23. H 0.51
24. H 0.49
25. O -0.99
26. H 0.48
27. H 0.48
28. O -0.96
29. H 0.51
30. H 0.49
31. O -0.95
32. H 0.45
33. H 0.50
34. O -0.97
35. H 0.49
36. H 0.48
37. O -0.97
38. H 0.51
39. H 0.48
40. O -1.03
41. H 0.51
42. H 0.50
43. O -1.02
44. H 0.46
45. H 0.49
46. O -0.97
47. H 0.50
48. H 0.50
49. O -1.00
50. H 0.51
51. H 0.48
52. O -0.95
53. H 0.47
54. H 0.48
55. O -0.95
56. H 0.52
57. H 0.50
58. O -0.98
59. H 0.50
60. H 0.49
61. O -1.02

***

(4)
The following is a quantum chemistry calculation of a 11-piece molecular cluster, C21H64N10O11 overall at a distorted geometry, from the OMol25 dataset.

Element x y z (Å)
1 N -1.3849 3.6192 0.6905
2 C -0.4509 3.6172 -0.1735
3 N 0.7261 3.4172 0.3755
4 O -0.7309 3.7052 -1.5185
5 H -2.3969 3.7312 0.4465
6 H -1.0729 3.7272 1.6845
7 H 1.4581 3.4662 -0.3465
8 H 0.9421 3.3322 1.3515
9 N 2.8951 -4.1558 0.3205
10 C 3.8631 -3.2648 0.4435
11 N 3.4121 -2.0908 0.1995
12 O 5.1771 -3.5288 0.7695
13 H 3.2621 -5.0438 0.6845
14 H 1.9611 -3.9618 0.6525
15 H 4.0351 -1.2608 0.3415
16 H 2.5231 -1.9368 -0.2955
17 N 0.1291 -2.7348 3.4315
18 C 0.8051 -2.6398 2.3735
19 N 1.7621 -1.7858 2.3825
20 O 0.5011 -3.4158 1.2335
21 H -0.6929 -3.2918 3.4645
22 H 0.4921 -2.3408 4.2935
23 H 2.3651 -1.7768 1.5125
24 H 2.2831 -1.5888 3.2595
25 N -1.9199 1.4822 2.1365
26 C -1.1939 0.5142 2.6445
27 N -0.0579 0.3852 2.0985
28 O -1.5419 -0.1968 3.7075
29 H -2.8919 1.5752 2.4575
30 H -1.6269 2.2292 1.4835
31 H 0.4581 -0.4708 2.3355
32 H 0.1381 0.7772 1.1645
33 N 1.9381 -3.5848 -2.3245
34 C 0.7201 -3.5988 -2.6815
35 N -0.1149 -3.5658 -1.6935
36 O 0.3881 -3.4518 -3.9975
37 H 2.5641 -3.5308 -3.1105
38 H 2.3441 -3.6678 -1.3405
39 H -1.1019 -3.8398 -1.9005
40 H 0.1121 -3.4528 -0.7235
41 C -0.3359 0.4822 -1.5865
42 C 1.0631 -0.1808 -1.4455
43 C 2.1061 0.7542 -0.8515
44 O 1.0391 -1.2068 -0.6615
45 H -0.9549 -0.2038 -2.1325
46 H -0.2829 1.4432 -2.1005
47 H -0.9249 0.7352 -0.7105
48 H 1.5451 -0.5508 -2.4085
49 H 1.9781 0.8462 0.2205
50 H 2.2851 1.6622 -1.4555
51 H 3.0391 0.2392 -0.8405
52 H 0.6231 -1.8888 -1.2565
53 C 6.3581 1.2732 2.6245
54 C 5.9151 0.4072 1.4545
55 C 6.9951 -0.6788 1.2515
56 O 4.7571 -0.1518 1.5225
57 H 5.8151 2.2292 2.5295
58 H 7.4261 1.4962 2.6465
59 H 6.2651 0.8252 3.6085
60 H 5.7761 1.1162 0.6345
61 H 8.0171 -0.3218 1.0585
62 H 6.7341 -1.3158 0.3785
63 H 7.0361 -1.2828 2.1765
64 H 4.5001 -0.4258 2.4005
65 C -3.6679 2.6562 -1.6345
66 C -4.0109 4.0202 -1.0565
67 C -5.1809 4.7092 -1.7225
68 O -4.2579 3.8882 0.1835
69 H -2.9669 2.1302 -1.0925
70 H -3.3129 2.8822 -2.6535
71 H -4.5369 2.0382 -1.6915
72 H -3.1469 4.6232 -1.1655
73 H -5.3069 5.7142 -1.3895
74 H -6.1379 4.2102 -1.8315
75 H -4.9699 4.7702 -2.8205
76 H -4.6909 4.6862 0.5495
77 C -2.4259 -1.7518 -3.8125
78 C -3.4509 -0.7408 -3.3245
79 C -3.5119 0.4872 -4.2425
80 O -4.6229 -1.1078 -3.0755
81 H -1.5149 -1.3008 -4.2055
82 H -2.8859 -2.3578 -4.6165
83 H -2.0209 -2.4038 -3.0035
84 H -3.1039 -0.3678 -2.3435
85 H -2.5929 1.0502 -4.1915
86 H -4.2809 1.1692 -4.0065
87 H -3.6819 0.1332 -5.2085
88 H -4.5849 -1.8888 -2.5675
89 C -2.2149 -1.7848 0.1645
90 C -3.5399 -1.1488 0.3565
91 C -4.2319 -1.4398 1.6975
92 O -3.5579 0.0532 0.2055
93 H -1.9419 -2.0228 -0.8315
94 H -2.1519 -2.7208 0.7565
95 H -1.4239 -1.1318 0.4515
96 H -4.2409 -1.5568 -0.4615
97 H -3.6169 -0.9388 2.4585
98 H -4.2339 -2.5148 1.9375
99 H -5.2419 -1.0958 1.8155
100 H -3.0219 0.5042 0.8445
101 C 2.5711 2.0802 2.7775
102 O 1.2141 2.3512 3.1135
103 H 2.8551 2.2422 1.7185
104 H 2.7571 0.9862 2.9675
105 H 3.3681 2.6102 3.3185
106 H 0.6691 1.5712 2.7405

Properties
- Orbital gap: 0.3205 hartree
- SMILES string: NC(N)=O.NC(N)=O.NC(N)=O.NC(N)=O.NC(N)=O.CC(C)O.CC(C)O.CC(C)O.CC(C)O.CC(C)O.CO
- Lowest unoccupied orbital energy: -0.29 eV
- HOMO energy: -9.014 eV

Löwdin population analysis, charges in e, atoms 1 to 99:
1. N 0.14
2. C -0.62
3. N 0.19
4. O -0.09
5. H 0.11
6. H 0.16
7. H 0.13
8. H 0.07
9. N 0.13
10. C -0.61
11. N 0.12
12. O -0.10
13. H 0.14
14. H 0.03
15. H 0.11
16. H 0.07
17. N 0.23
18. C -0.59
19. N 0.16
20. O -0.14
21. H 0.14
22. H 0.15
23. H 0.09
24. H 0.16
25. N 0.18
26. C -0.67
27. N 0.17
28. O -0.05
29. H 0.15
30. H 0.05
31. H 0.09
32. H 0.12
33. N 0.18
34. C -0.68
35. N 0.16
36. O -0.11
37. H 0.13
38. H 0.10
39. H 0.15
40. H 0.06
41. C 0.00
42. C -0.52
43. C -0.04
44. O -0.09
45. H 0.05
46. H 0.08
47. H 0.06
48. H 0.18
49. H 0.05
50. H 0.10
51. H 0.05
52. H 0.08
53. C -0.05
54. C -0.58
55. C -0.04
56. O -0.05
57. H 0.08
58. H 0.08
59. H 0.08
60. H 0.15
61. H 0.08
62. H 0.08
63. H 0.09
64. H 0.11
65. C -0.02
66. C -0.63
67. C -0.03
68. O -0.02
69. H 0.03
70. H 0.10
71. H 0.09
72. H 0.11
73. H 0.07
74. H 0.09
75. H 0.10
76. H 0.14
77. C -0.03
78. C -0.64
79. C -0.02
80. O 0.05
81. H 0.08
82. H 0.10
83. H 0.04
84. H 0.11
85. H 0.08
86. H 0.05
87. H 0.06
88. H 0.09
89. C -0.02
90. C -0.66
91. C -0.02
92. O 0.02
93. H 0.03
94. H 0.10
95. H 0.05
96. H 0.16
97. H 0.06
98. H 0.08
99. H 0.07

***

What electronic energy values result from the calculations? In sequence: -5212.62207, -2106.50209, -1414.43047, -2213.52727 Ha.
What ΔE to the lowest compared entry with this formula, charge and spin values result from the calculations? In sequence: 101.1, 6.7, 113.0, 144.3 kcal per mole.